81
Properties=species:S:1:pos:R:3:forces:R:3 method="wB97M-V/def2-TZVPD" s_squared=8.779 multiplicity=6 homo_lumo_gap_ha="0.2541 / 0.2062"
Ir 0.19806 0.75431 0.47489 0.0 0.4 -0.2
Te -4.89081 3.55403 0.68974 0.0 -0.1 0.0
Te -4.49708 4.47460 -1.82410 0.0 0.0 0.0
Se -2.45758 3.59131 -2.70277 0.1 0.0 0.0
Se -2.97649 1.77476 2.30044 0.2 0.1 0.1
S -2.08871 1.16676 0.48076 0.2 0.0 0.0
Si -2.10992 -3.97301 -2.31691 0.0 0.0 0.0
N 1.73558 1.87808 2.73614 -0.1 -0.1 0.1
N 3.07032 0.39118 1.24576 0.0 0.2 0.0
N 0.46496 -0.93579 2.31029 -0.1 -0.2 0.0
N -0.36158 -0.34778 -1.24491 -0.2 -0.2 -0.1
N 2.31661 0.56596 0.13454 0.0 -0.2 0.1
N 1.59084 -0.62887 3.00066 -0.2 0.2 0.1
N 0.74834 2.19240 1.86775 0.0 -0.1 0.0
C 3.86597 0.45088 -3.31162 0.0 0.0 0.0
C 3.15613 0.52651 -0.91224 0.0 0.0 0.0
C 4.46006 0.31313 -0.45730 0.0 0.0 0.0
C -2.60645 -4.43485 -4.05771 0.0 0.0 0.0
C -0.52963 4.26938 1.23661 0.0 0.0 0.0
C -1.15968 -3.56141 1.36512 0.1 0.0 -0.2
C -0.77321 -1.58205 -1.33817 0.2 0.0 0.1
C 0.66523 -2.27532 4.10979 0.1 -0.1 -0.1
C 0.20659 4.72681 -0.02362 0.0 0.0 0.0
C 1.72600 -1.40646 4.08096 0.0 -0.1 0.0
C -1.10347 5.46299 1.99325 0.0 0.0 0.0
C -1.44375 -1.44638 -3.55112 0.1 -0.1 0.0
C -0.54302 0.40836 -2.35750 -0.1 0.1 0.1
C 4.35368 0.24544 0.91445 0.0 0.0 0.0
C -3.63005 -3.79261 -1.25011 -0.1 0.0 0.0
C -2.58181 -1.85158 2.55580 0.0 0.0 -0.1
C -1.05595 -0.11314 -3.51886 0.0 0.0 0.0
C 0.39059 3.46355 2.10632 0.0 0.0 -0.1
C 1.97564 2.91593 3.54238 0.0 0.0 0.0
C -0.89967 -5.24585 -1.66935 0.0 0.0 0.0
C 1.13668 3.94702 3.18772 0.1 0.0 -0.1
C -1.33308 -2.24570 -2.41010 0.0 0.1 0.0
C -0.09499 -1.96015 2.97564 -0.1 0.1 0.1
C 2.74131 0.77475 -2.33229 -0.1 0.0 0.0
C 2.29108 2.22659 -2.50476 0.0 0.0 0.0
C -1.33944 -2.72869 2.62446 0.0 0.1 0.0
B 2.49374 0.54688 2.66508 0.0 -0.1 0.0
H 0.10511 -4.84024 -1.54983 0.0 0.0 0.0
H 0.49624 3.87221 -0.63464 0.0 0.0 0.0
H 1.83613 2.38628 -3.48411 0.0 0.0 0.0
H 3.50930 0.56061 -4.33599 0.0 0.0 0.0
H -3.29833 -3.71964 -4.50455 0.0 0.0 0.0
H 4.22814 -0.56985 -3.18695 0.0 0.0 0.0
H -0.33335 -4.26568 1.46997 0.0 0.0 0.0
H 1.57559 2.51883 -1.73666 0.0 0.0 0.0
H -1.73585 -4.52637 -4.71053 0.0 0.0 0.0
H 5.09878 0.10765 1.67870 0.0 0.0 0.0
H -0.84063 -6.07951 -2.37169 0.0 0.0 0.0
H -3.45186 -2.43339 2.24449 0.0 0.0 0.0
H -0.44252 5.35862 -0.63138 0.0 0.0 0.0
H 5.35279 0.22875 -1.04898 0.0 0.0 0.0
H 1.91173 0.10666 -2.56683 -0.1 0.0 0.0
H -1.85077 -1.86262 -4.46451 0.0 0.0 0.0
H -0.30190 1.45581 -2.26255 0.1 0.1 0.0
H 3.14932 2.89563 -2.41598 0.0 0.0 0.0
H -2.43385 -1.05339 1.83422 0.0 0.0 -0.1
H -0.93958 -2.91566 0.50694 0.0 -0.1 0.1
H -1.35761 3.64256 0.91854 -0.1 -0.1 0.0
H -1.21228 -5.64294 -0.70489 0.0 0.0 0.0
H -3.10742 -5.40533 -4.04145 0.0 0.0 0.0
H -1.17714 0.53238 -4.37708 0.0 0.0 0.0
H -4.41963 -3.28596 -1.80861 0.0 0.0 0.0
H -2.06952 -4.12146 1.14717 0.0 -0.1 0.0
H -3.42354 -3.19422 -0.36209 0.0 0.0 0.0
H 4.70778 1.13305 -3.18012 0.0 0.0 0.0
H -1.45804 -3.43171 3.45475 -0.1 0.0 0.0
H -0.33371 6.21086 2.19825 0.0 0.0 0.0
H -4.01361 -4.76234 -0.92683 0.0 0.0 0.0
H -2.79874 -1.39525 3.52171 0.0 0.0 0.0
H 1.08276 4.92711 3.62465 0.0 0.0 0.0
H -1.54868 5.15928 2.94182 0.0 0.0 0.0
H 0.45861 -3.04926 4.82784 0.0 0.0 0.0
H 2.73200 2.84525 4.30462 0.0 0.0 0.0
H 3.39844 0.57632 3.45330 0.0 0.0 0.0
H 1.10636 5.29094 0.23281 0.0 0.0 0.0
H -1.88037 5.93650 1.39322 0.0 0.0 0.0
H 2.56883 -1.28247 4.73820 0.0 0.0 0.0

=====

9
Properties=species:S:1:pos:R:3:forces:R:3 method="wB97M-V/def2-TZVPD" homo_lumo_gap_ha="0.3076 / 0.2994" total_charge=-1
P 0.45818 -0.32238 -0.83015 -0.8 -1.9 0.4
O 1.43796 0.07003 -1.81966 2.5 1.0 -1.4
O 0.38401 -1.71613 -0.22914 0.1 1.0 0.7
N -1.01761 0.52923 0.94240 0.8 0.2 -0.7
N 0.04947 0.99426 0.24457 1.1 -2.0 0.1
H -1.08045 1.08611 1.77087 -0.8 -0.7 0.7
H -1.23712 -0.48850 0.80359 0.3 1.1 1.0
H -0.70941 -0.34763 -1.53423 -1.6 0.5 -0.6
H 1.71496 0.19501 0.65175 -1.7 0.8 -0.2

=====

21
Properties=species:S:1:pos:R:3:forces:R:3 method="wB97M-V/def2-TZVPD" homo_lumo_gap_ha=0.3735 total_charge=+1
O 0.63451 -2.65785 -1.17769 -0.4 -0.4 0.0
N 1.16510 1.30707 -0.89540 -0.8 -0.7 0.0
C -0.14747 0.55918 -0.93962 0.4 0.2 0.5
C -0.99993 0.75436 0.33165 0.4 0.3 -1.5
C -0.56654 -0.07565 1.52257 -0.5 -0.7 0.3
C -1.35924 -1.38427 1.60780 0.0 0.1 0.3
C 1.35705 2.45651 -0.41979 0.6 0.8 0.0
H -1.04156 -2.01982 2.42613 0.4 -0.1 0.1
H -0.62664 0.87494 -1.86518 -0.1 0.0 0.1
H 0.81530 -2.99814 -0.29228 0.1 0.0 -0.1
H 0.04527 -3.33076 -1.56571 0.4 0.4 0.1
H 2.34649 2.90103 -0.41409 0.1 -0.2 -0.1
H -1.01269 1.81741 0.55508 -0.3 0.2 0.2
H 0.50642 -0.28946 1.54834 0.0 0.2 -0.2
H -1.25323 -1.94891 0.69262 -0.3 -0.2 -0.3
H 1.92812 0.78033 -1.30625 0.3 0.2 0.1
H -0.80396 0.46492 2.41947 0.1 0.4 0.5
H 0.16298 -0.47295 -1.03466 -0.1 -0.3 -0.2
H -2.40626 -1.18637 1.84770 0.0 0.1 -0.5
H -2.00223 0.49416 -0.02701 0.0 0.1 0.5
H 0.55911 3.07731 -0.03776 -0.3 -0.3 0.1

=====

16
Properties=species:S:1:pos:R:3:forces:R:3 method="wB97M-V/def2-TZVPD" homo_lumo_gap_ha="0.2283 / 0.2283" total_charge=-1
S 2.57294 -1.87678 0.09674 -0.6 0.3 -0.2
S -3.51602 1.43551 0.13909 -0.7 0.6 0.0
N -2.96266 -1.22261 -0.04976 -1.3 0.7 0.5
N 1.14460 0.41672 0.02059 -1.1 -1.8 -0.6
C -1.82509 -1.99962 -0.00752 -2.5 -4.0 -1.2
C 1.22474 -0.93099 -0.03881 -4.0 -0.7 0.7
C -0.76410 -1.26736 -0.03991 8.0 3.4 -0.2
C -1.13681 0.12563 -0.08973 0.0 -1.4 0.9
C 2.35242 1.16190 0.05582 -0.3 2.0 0.8
C -0.18058 1.02226 0.00641 1.6 1.9 -0.9
C -2.59346 0.07257 -0.01487 -0.6 -0.8 -0.3
H 2.00993 2.13972 -0.39908 1.2 -0.5 1.0
H 3.15107 0.72998 -0.52608 0.0 -0.3 -0.4
H 2.71895 1.16823 1.12928 -0.3 0.7 -1.2
H -0.26979 2.16365 -0.12518 0.3 -2.1 0.5
H -1.92615 -3.13881 -0.15700 0.2 2.0 0.6

=====

100
Properties=species:S:1:pos:R:3:forces:R:3 method="wB97M-V/def2-TZVPD" smiles="O=C1OCCO1.O=C1OCCO1.O=C1OCCO1.c1ccncc1.c1ccncc1.CCCC#N.CCCC#N.CCCC#N.CCCC#N" homo_lumo_gap_ha=0.3585
O -4.69578 27.34036 5.67589 0.7 1.2 -0.8
O -3.49238 25.50473 5.58446 3.4 -0.3 1.0
O -5.43802 25.55686 4.70741 -2.0 -0.9 -2.3
O 1.12195 23.33105 -1.70762 0.4 1.7 -0.6
O -9.33286 20.35848 -3.35388 -2.1 4.7 2.1
O -0.03378 21.57315 -1.02488 0.9 1.4 -0.4
O -9.14414 22.51383 -3.79554 0.7 1.0 -1.6
O -0.15737 23.61644 0.11318 1.0 -1.7 -0.6
O -10.42066 22.09885 -2.04392 0.9 -1.8 -0.8
N 0.28606 27.78555 9.54552 1.4 0.8 -2.1
N -5.12607 27.13396 -8.88142 0.7 1.7 0.1
N -5.54710 27.03423 -0.86549 1.4 2.3 -1.1
N -6.50996 35.85621 6.75137 0.4 0.0 -0.7
N 1.29776 33.42973 -0.30613 2.4 1.7 -0.5
N -3.00231 37.98637 -5.09007 -2.2 -2.6 1.2
C 3.54527 34.85492 -0.82617 -1.7 -0.6 -0.3
C -5.52097 28.42551 -8.90531 0.5 -0.5 2.2
C -4.50829 27.36670 -6.52579 -0.2 1.1 -2.3
C -5.41855 29.25701 -7.71700 -2.1 -0.5 -2.6
C -3.63911 24.17910 5.16732 0.9 -0.7 -0.4
C 1.01904 28.35543 6.11735 -0.7 0.5 -2.8
C -4.32381 26.75292 -0.32475 -1.7 1.0 -0.5
C -9.15585 23.70041 -3.03372 -0.7 0.9 -0.5
C 0.90803 28.11951 8.61211 -1.7 -1.0 2.0
C -2.92746 34.53952 -3.42167 -0.4 -0.4 0.3
C -5.85410 35.59270 5.83958 0.3 -0.4 -0.4
C -4.68560 36.25755 -4.17207 -1.3 -3.2 0.9
C -10.46247 23.50466 -2.24142 0.8 0.3 -0.3
C 2.26883 34.05527 -0.51205 -0.7 -0.9 0.1
C 1.91738 28.59456 4.86050 0.8 -0.7 0.6
C -3.58818 29.11726 -0.39882 -2.2 -2.1 0.7
C -5.71493 28.33987 -1.27045 0.3 -0.6 1.2
C -4.49615 26.25281 5.22837 -1.0 2.4 3.5
C -4.96366 24.27395 4.50837 -1.3 -2.9 -1.1
C -5.11967 34.49549 2.20447 0.0 -0.4 -0.2
C -5.06004 28.69026 -6.57237 2.7 -2.6 2.6
C 0.31209 22.90070 -0.73733 -2.0 -0.3 0.0
C -9.62079 21.56426 -3.07966 0.0 -5.9 0.3
C -4.21794 34.76747 -4.15430 0.1 -0.7 -1.1
C 1.70734 28.47503 7.43868 0.1 -0.4 0.4
C 2.33850 36.78157 -2.21429 1.3 -1.3 1.1
C 3.19076 36.33413 -0.95322 -1.4 0.9 0.1
C 0.54046 21.28611 -2.37099 -1.4 -0.5 1.2
C -4.80954 29.41232 -1.06324 1.2 -1.8 0.7
C -3.75697 37.17075 -4.69317 3.3 3.9 -1.7
C 0.82087 22.67314 -2.92771 1.0 -2.3 0.5
C -5.02811 35.15896 4.67295 -0.7 -0.7 -0.6
C -4.48078 26.69617 -7.76625 -2.1 0.1 1.4
C -3.41528 27.74201 0.05460 0.1 1.6 -1.1
C -5.61727 35.41948 3.26416 -0.2 2.3 0.7
H -6.68506 28.57419 -1.68316 -0.1 -0.1 -0.1
H -5.28406 36.43128 3.03326 -0.2 0.2 -0.3
H -11.32877 23.73815 -2.86037 0.0 0.1 -0.1
H -3.57094 23.40717 5.93386 -0.2 0.6 0.7
H -10.56011 24.05137 -1.30350 0.3 -0.3 0.0
H 2.56632 36.55566 -0.08772 0.1 0.2 0.2
H -4.10120 26.92013 -5.63066 -0.1 0.0 0.0
H 2.81957 28.00238 4.70725 0.4 -0.2 1.0
H 1.43283 36.18046 -2.29507 0.0 -0.1 0.0
H -5.03627 30.44086 -1.30222 -0.2 -0.1 -0.3
H 2.99208 36.54199 -3.05306 -0.4 0.5 -0.5
H -5.19111 33.47030 2.56776 0.1 -0.2 -0.2
H -2.16727 35.17428 -3.87694 0.2 0.2 0.7
H -3.17693 34.64511 -2.36587 0.9 0.6 0.2
H -4.82731 24.00813 3.46010 -0.6 0.3 -0.2
H 0.34103 29.18265 5.90730 -0.6 -0.1 0.9
H 1.75231 22.53460 -3.47662 -0.2 0.8 -0.4
H -4.30101 25.63157 -7.73966 0.6 -0.1 -0.3
H -8.19797 23.64538 -2.51648 -0.3 0.8 0.6
H -5.01372 29.24355 -5.64603 -0.4 0.2 0.1
H -0.23567 20.71535 -2.88085 0.1 0.1 -0.1
H 2.02948 37.82491 -2.15082 0.4 -0.1 -0.1
H -4.22439 25.68069 -0.24210 0.7 0.0 0.7
H 2.04725 29.49619 7.61134 0.5 -0.1 -0.2
H -5.01484 34.14496 -3.74745 -0.2 0.3 0.3
H -2.97713 29.94583 -0.07251 0.4 -0.3 -0.1
H 1.45083 28.26787 3.93114 -0.8 1.0 0.1
H -6.01777 28.79274 -9.79115 0.1 -0.1 -0.1
H 4.29185 34.70657 -0.04597 -0.2 -0.2 0.0
H -0.02477 23.02974 -3.51579 0.2 0.7 0.3
H -6.70444 35.49740 3.25456 0.0 -0.4 0.3
H -2.58284 33.51109 -3.52968 -0.1 -0.1 -0.1
H -9.23775 24.49816 -3.77195 0.4 0.3 0.4
H -4.05971 34.29967 -5.12602 -0.3 0.7 -0.6
H 2.24525 29.63144 4.93452 -0.1 0.1 -0.8
H -5.63280 36.23918 -4.71112 0.0 0.6 0.0
H -5.75242 34.58526 1.32148 0.1 0.0 -0.1
H -4.88593 36.39892 -3.11001 -0.1 0.8 0.0
H 4.09249 36.93235 -0.82238 0.0 0.0 -0.3
H -5.67645 23.58783 4.96584 -0.1 -0.1 -0.2
H -4.94969 34.07337 4.61439 0.1 -0.2 1.1
H 3.93486 34.46587 -1.76690 0.1 -0.1 0.0
H -4.01191 35.55269 4.69326 -0.1 0.1 0.4
H -5.97304 30.16836 -7.54858 0.3 0.6 -1.0
H -4.09208 34.72894 1.92578 0.0 -0.2 0.0
H -2.56842 27.47734 0.67037 0.2 0.0 -0.2
H -2.85337 23.89390 4.46777 0.1 0.4 -0.1
H 2.51405 27.74304 7.39992 0.5 0.4 0.3
H 0.42431 27.45939 5.93988 0.2 -0.2 0.6
H 1.43414 20.67046 -2.26893 0.0 0.1 0.2

=====

18
Properties=species:S:1:pos:R:3:forces:R:3 method="wB97M-V/def2-TZVPD" s_squared=2.007 multiplicity=3 homo_lumo_gap_ha="0.1848 / 0.2884"
Cu 2.75372 1.48097 -1.81214 0.7 0.0 -0.6
O 1.32962 1.78062 -0.51269 -2.9 -0.4 0.0
O 1.11254 -0.38170 -0.42424 -0.8 -0.2 -1.2
O -0.15183 0.83268 0.91833 -1.2 -1.1 -0.6
C -1.80786 2.12544 2.02688 -0.4 0.6 0.4
C 0.24108 -1.49987 -0.69113 -0.5 0.0 0.3
C 1.08645 -2.73701 -0.85660 0.1 -0.2 -0.1
C -1.29250 1.67418 0.76159 1.6 1.3 -3.7
C 0.59263 0.82691 -0.19438 5.3 -0.3 2.6
H -0.45554 -1.60180 0.15080 0.1 0.0 -0.2
H 1.80410 -2.61752 -1.67869 -0.2 0.0 0.2
H -1.44328 1.69453 2.96030 0.0 0.2 -0.4
H 1.63506 -2.96613 0.06619 -0.1 0.1 -0.2
H -2.71018 2.73497 2.04543 0.3 -0.2 0.0
H -2.02827 1.19569 0.09491 -0.3 -0.4 0.6
H -0.75979 2.32075 -0.16555 -2.1 0.6 2.7
H 0.42736 -3.58419 -1.08875 0.2 0.2 0.1
H -0.33333 -1.27850 -1.60023 0.2 -0.1 0.1

=====

21
Properties=species:S:1:pos:R:3:forces:R:3 method="wB97M-V/def2-TZVPD" s_squared=0.753 multiplicity=2 homo_lumo_gap_ha="0.2787 / 0.3079" total_charge=+1
Mg 0.83189 0.90753 1.39942 0.0 -1.3 -0.4
O -1.78574 -1.98361 -0.02690 0.1 0.4 -0.1
O 1.04246 -1.12442 1.64559 -0.9 1.0 1.1
O -2.46096 -0.14120 -1.15628 0.0 0.5 -0.4
O -1.03002 0.67157 1.27529 0.9 0.0 0.2
O 2.64300 -2.28842 0.54978 -0.3 1.2 0.4
O 2.38290 -0.02124 0.35573 -0.9 0.8 0.7
C 2.05398 -1.30443 0.89792 0.6 -2.3 -1.0
C -3.07163 0.54872 -0.01009 -0.3 -0.2 0.2
C -2.06277 1.41424 0.71258 -0.7 0.7 -0.2
C 2.88756 0.18505 -1.94175 0.4 -0.4 0.5
C 3.29076 0.11419 -0.67757 0.8 0.2 -1.3
C -1.91688 -1.28913 -1.00023 0.0 -0.5 0.5
Li -0.94125 -1.20523 1.58474 0.2 -0.3 -0.2
H 4.32591 0.13007 -0.33791 -0.3 0.4 -0.1
H -3.87022 1.15629 -0.44717 0.2 -0.2 0.1
H 3.61003 0.46510 -2.70702 -0.2 -0.4 0.2
H -1.68594 2.17507 0.00538 -0.1 -0.2 0.1
H 1.89873 -0.15368 -2.25271 0.0 0.6 0.1
H -2.63684 1.96077 1.48366 0.2 -0.1 -0.2
H -3.50497 -0.21723 0.64755 0.1 0.2 -0.1

=====

Energy relative to the best compared isomer or geometry (same formula, charge and spin) readings, ordered: 18.58, 135.02, 35.14, 0.00, 140.49, 39.42, 31.99 kcal per mole